# 1
{
  "formula": "C22H22N2O5",
  "method": "ωB97M-V with the def2-TZVPD basis set",
  "species": ["C", "O", "C", "C", "C", "C", "C", "C", "N", "C", "O", "N", "C", "C", "C", "C", "C", "C", "C", "C", "C", "C", "C", "C", "O", "C", "C", "O", "O", "H", "H", "H", "H", "H", "H", "H", "H", "H", "H", "H", "H", "H", "H", "H", "H", "H", "H", "H", "H", "H", "H"],
  "xyz": [[-0.683643, 1.808200, 2.938551], [-0.704200, 3.143369, 2.481993], [-0.631913, 3.392482, 1.145965], [-0.527551, 2.403142, 0.182774], [-0.505548, 2.707512, -1.181339], [-0.394862, 1.722326, -2.228657], [-0.044668, 0.412376, -2.227678], [0.014415, -0.219231, -3.490480], [0.077368, -0.748822, -4.507864], [0.307827, -0.509229, -1.096762], [-0.224783, -0.496069, -0.002975], [1.287087, -1.380737, -1.421028], [1.703778, -2.448226, -0.541063], [1.293742, -3.816201, -1.085593], [1.720220, -4.943202, -0.139429], [1.316912, -6.277130, -0.701504], [2.182525, -6.992360, -1.518472], [1.797611, -8.203383, -2.065808], [0.537664, -8.713603, -1.804711], [-0.333831, -8.006761, -0.993860], [0.053975, -6.796403, -0.447727], [-0.613404, 4.049521, -1.565849], [-0.694369, 5.043206, -0.615862], [-0.692750, 4.740237, 0.740290], [-0.818342, 5.809459, 1.595055], [-0.236205, 5.740841, 2.883882], [-1.198783, 5.158390, 3.932337], [-0.838312, 4.776901, 5.005850], [-2.472981, 5.183840, 3.551998], [-0.764739, 1.884006, 4.021530], [0.251226, 1.309327, 2.670363], [-1.526815, 1.237814, 2.541410], [-0.502339, 1.370630, 0.483984], [-0.582307, 2.135768, -3.216416], [1.640732, -1.403083, -2.366121], [2.790853, -2.403812, -0.414828], [1.226561, -2.265697, 0.424489], [1.751526, -3.972642, -2.065727], [0.209989, -3.841326, -1.216169], [2.803385, -4.907858, -0.004112], [1.248658, -4.790223, 0.833231], [3.168481, -6.599212, -1.723702], [2.482763, -8.750482, -2.696934], [0.236465, -9.659275, -2.230471], [-1.318107, -8.400184, -0.785575], [-0.628664, -6.248749, 0.186527], [-0.612127, 4.313645, -2.612370], [-0.765101, 6.081082, -0.900385], [-0.027400, 6.778626, 3.168124], [0.701572, 5.181770, 2.890998], [-2.536085, 5.512888, 2.636767]],
  "forces_ev_per_angstrom": [[0.00, -0.28, 0.17], [0.04, 0.36, -0.51], [0.00, 0.13, 0.03], [-0.01, 0.05, 0.18], [-0.12, 0.50, 0.45], [0.19, -0.58, -0.21], [-0.36, 0.72, 0.42], [-0.05, -0.12, -0.72], [0.06, -0.17, -0.26], [0.32, -0.05, -0.05], [-0.20, 0.05, 0.25], [0.16, -0.03, -0.15], [-0.09, -0.25, 0.10], [0.16, 0.17, 0.32], [-0.12, 0.10, -0.30], [0.08, -0.01, 0.14], [-0.01, 0.02, 0.03], [0.04, -0.06, -0.08], [-0.03, -0.09, -0.04], [-0.09, -0.04, -0.01], [0.04, 0.01, 0.00], [0.04, -0.32, 0.01], [0.00, 0.04, 0.35], [0.07, -0.10, -0.18], [-0.18, -0.16, -0.29], [0.16, 0.06, 0.59], [0.62, 0.29, -0.49], [-0.05, 0.02, 0.10], [-0.61, 0.03, -0.01], [0.00, -0.07, -0.06], [-0.03, 0.01, -0.02], [0.03, 0.02, -0.01], [-0.01, -0.06, 0.04], [0.03, -0.08, 0.01], [-0.09, 0.09, 0.06], [-0.09, 0.00, 0.07], [0.15, -0.02, -0.08], [-0.05, -0.03, -0.05], [-0.01, 0.01, -0.06], [0.01, -0.01, 0.08], [0.06, 0.00, 0.06], [0.11, 0.05, -0.01], [0.05, -0.04, -0.05], [-0.02, -0.07, -0.03], [-0.07, -0.03, 0.02], [-0.07, 0.06, 0.08], [-0.01, 0.01, -0.12], [0.01, 0.12, -0.02], [-0.02, -0.17, -0.03], [-0.17, 0.02, 0.02], [0.13, -0.09, 0.26]],
  "smiles": "COc1cc(/C=C(/C#N)C(=O)NCCCc2ccccc2)ccc1OCC(=O)O",
  "charge": 0,
  "mol_weight_da": 394.43,
  "e_above_lowest_kcal_mol": 54.5,
  "lumo_energy_ev": -0.7,
  "homo_ev": -8.70
}

# 2
{
  "formula": "C22H22N4O3",
  "method": "ωB97M-V with the def2-TZVPD basis set",
  "species": ["C", "C", "C", "C", "C", "C", "C", "C", "H", "H", "H", "H", "O", "C", "C", "C", "C", "N", "O", "C", "O", "N", "C", "H", "H", "H", "C", "C", "C", "N", "C", "C", "C", "C", "C", "N", "H", "H", "H", "H", "H", "H", "H", "H", "H", "H", "H", "H", "H", "H", "H"],
  "xyz": [[2.866783, 4.700722, 1.501866], [2.528490, 4.010330, 0.218830], [2.053495, 4.707123, -0.972456], [1.928136, 4.227414, -2.126740], [2.103487, 3.017711, -2.173521], [2.742134, 2.182769, -1.171753], [3.062000, 2.760193, 0.099371], [3.237690, 2.001400, 1.116065], [3.409179, 0.966088, 0.814714], [2.578922, 1.961974, 2.028747], [4.294339, 2.251289, 1.337998], [2.812555, 1.176941, -1.462889], [1.906280, 2.490517, -3.422939], [2.188363, 0.930118, -3.874109], [1.107697, 0.226385, -3.090124], [0.196376, 0.406525, -2.391153], [-0.361338, -0.846133, -1.801845], [0.519403, -1.790421, -2.317873], [1.293923, -1.265334, -3.112970], [-1.517531, -1.080565, -1.169760], [-2.079077, 0.056887, -0.550888], [-2.066474, -2.249934, -1.179326], [-1.808256, -3.507706, -1.795670], [-0.702886, -3.390173, -2.219675], [-1.988504, -4.141465, -1.127802], [-2.645341, -3.792123, -2.428432], [-3.452691, -2.232209, -0.106386], [-3.343394, -3.134622, 0.847448], [-3.435841, -4.367793, 1.313596], [-3.169194, -4.730135, 2.612403], [-2.732062, -3.600940, 2.946257], [-2.200646, -3.226039, 4.310098], [-1.626830, -2.142908, 4.568789], [-1.635212, -1.001217, 3.712184], [-2.147786, -1.274638, 2.425897], [-2.707038, -2.680951, 1.943323], [-2.367921, -0.499863, 1.576948], [-1.039516, -0.268816, 3.844301], [-1.176363, -1.892136, 5.512649], [-1.994374, -4.160610, 4.884470], [-3.962897, -5.222635, 0.795555], [-3.539705, -1.350472, -0.154470], [-4.142527, -2.737199, -0.879963], [-0.342441, 1.438556, -2.117260], [3.201764, 0.781394, -3.653235], [1.963987, 0.790191, -4.768948], [1.636112, 4.761649, -2.889780], [1.969251, 5.839925, -0.654818], [2.489855, 5.853132, 1.314201], [3.968226, 4.711641, 1.695568], [2.127399, 4.336164, 2.193506]],
  "forces_ev_per_angstrom": [[-1.72, 4.00, -1.74], [1.25, 2.42, -2.20], [2.06, 6.20, 11.37], [-1.71, 5.50, -1.15], [4.64, -14.32, -0.85], [-1.23, 3.29, -0.96], [-6.52, 3.50, -10.48], [4.52, -7.20, 8.61], [-0.42, -0.29, 0.11], [0.70, 0.66, -1.00], [-0.02, -0.20, 1.64], [0.48, -1.29, 0.33], [-0.22, -3.13, -3.27], [-1.47, 4.56, 9.87], [12.90, -5.05, -8.68], [-14.91, 5.57, 10.73], [8.43, 0.13, -5.58], [-5.90, -0.59, 3.83], [4.00, 3.32, -2.55], [-5.31, 4.64, 4.60], [2.16, -5.00, -2.47], [-3.65, 0.34, 3.06], [3.24, 5.38, -5.58], [-2.71, -1.29, 0.59], [0.01, -5.76, 6.02], [0.21, 0.60, -1.34], [0.63, -11.47, -10.72], [2.77, -0.70, 5.96], [-5.06, -8.64, -3.22], [-0.83, -0.96, -2.75], [3.07, 4.52, 4.53], [-1.91, -7.76, -2.85], [2.31, 6.17, 2.21], [-4.91, -7.38, -5.45], [-1.55, 0.18, -1.82], [3.29, 6.69, 7.34], [1.05, -1.43, 1.65], [3.38, 5.60, 1.06], [0.29, -0.68, 0.53], [-0.72, 1.02, 0.01], [0.70, 1.16, -0.10], [-1.73, 12.29, 1.04], [0.41, 1.23, 0.78], [1.54, -2.59, -0.65], [1.18, -0.74, 0.63], [-1.57, -0.02, -8.26], [-1.51, 2.66, -4.04], [-0.30, -2.09, -1.35], [1.24, -2.55, 0.78], [-1.21, -0.27, 0.47], [0.60, -0.21, 1.31]],
  "charge": 0,
  "mol_weight_da": 390.44,
  "e_above_lowest_kcal_mol": 481.0,
  "lumo_energy_ev": 0.1,
  "homo_ev": -7.97
}

What is the charge in the first record? 0